{
  "formula": "C16H44ClN4O4Ti",
  "method": "ωB97M-V/def2-TZVPD",
  "s2": 3.751,
  "e_homo_ev": [-5.88, -8.75],
  "spin_multiplicity": 4,
  "lumo_energy_ev": [0.24, 0.19],
  "orbital_gap_ev": [6.1, 8.9],
  "e_above_lowest_kcal_mol": 33.51,
  "charge": 0,
  "symbols": ["Cl", "C", "H", "H", "C", "H", "H", "H", "O", "H", "H", "C", "H", "H", "H", "C", "H", "C", "H", "H", "H", "O", "C", "H", "C", "H", "H", "H", "H", "H", "H", "C", "H", "H", "N", "H", "Ti", "H", "C", "C", "H", "H", "O", "N", "H", "H", "H", "H", "H", "C", "H", "H", "N", "C", "H", "H", "O", "H", "C", "H", "C", "N", "H", "C", "H", "H", "H", "H", "H", "C"],
  "xyz": [[-25.0487, -19.6497, 0.0376], [-20.9242, -19.7650, -1.4993], [-21.8355, -17.6954, 0.9202], [-21.0793, -19.1042, -3.4841], [-27.3291, -20.6013, -5.0900], [-27.9372, -24.3394, 6.2830], [-26.8073, -16.5128, -0.1574], [-26.1025, -21.3918, 3.3857], [-21.3458, -21.8963, -3.4906], [-21.8175, -15.9933, 0.7438], [-20.5665, -20.8171, -5.1230], [-24.2081, -15.6287, 1.8262], [-24.7328, -15.6240, 2.7906], [-27.1081, -23.3190, 1.2468], [-26.8921, -14.2037, 0.2230], [-26.0000, -23.5429, 3.7790], [-27.2362, -22.9524, -3.6322], [-21.7705, -19.5503, -2.7587], [-25.5165, -24.6558, -4.2091], [-24.9011, -20.3221, -3.9138], [-28.1416, -22.4823, 2.3660], [-27.0709, -23.4250, 4.6953], [-26.8019, -20.7963, -3.6825], [-23.3345, -18.8902, -1.6483], [-26.4245, -22.2446, -3.4118], [-23.5779, -14.7307, 1.8256], [-19.8539, -22.3553, -4.7891], [-23.5492, -18.5847, -3.2304], [-20.5131, -18.8059, -1.1784], [-26.5127, -14.2636, 1.9127], [-24.7606, -21.4796, 1.4899], [-25.1951, -15.4941, 0.6693], [-22.9329, -21.3030, -2.4339], [-28.2812, -21.1190, -5.2120], [-26.0652, -16.6795, 0.5120], [-24.5883, -23.0492, 1.5390], [-25.5513, -18.2354, 2.2867], [-26.9891, -25.4222, 5.2232], [-22.4977, -16.8517, 0.7220], [-22.3097, -20.8872, -3.2399], [-27.4758, -19.5540, -5.3557], [-24.6389, -15.3594, -0.2645], [-25.3047, -22.5766, -4.2253], [-24.7282, -22.2506, 2.1559], [-26.1504, -24.3145, 6.3212], [-25.5313, -17.4410, 0.0745], [-26.6096, -20.9789, -5.8218], [-27.5946, -20.5423, -2.9694], [-25.0191, -23.6126, 4.2654], [-26.0539, -14.2686, 0.9201], [-25.4186, -20.0501, -2.4201], [-23.0052, -17.0255, -0.2234], [-25.6695, -19.8908, -3.3949], [-20.8125, -21.8342, -4.7922], [-23.0171, -20.8036, -4.0774], [-21.5751, -20.1106, -0.6900], [-23.3709, -16.7788, 1.8450], [-23.8560, -23.9734, -4.4412], [-27.0352, -24.4269, 5.6840], [-26.1617, -24.4739, 3.2156], [-24.8167, -23.8658, -3.9346], [-22.8491, -18.6130, -2.4983], [-20.1143, -20.4595, -1.6983], [-27.1707, -22.4152, 1.8668], [-25.5003, -13.3341, 0.8181], [-21.4929, -22.2751, -5.5258], [-26.1611, -22.3792, -2.3537], [-27.1720, -21.5850, 1.1588], [-24.5418, -23.9320, -2.8718], [-26.0030, -22.3450, 2.8602]],
  "atomic_forces_ev_per_a": [[-0.12, 0.22, 0.74], [-0.60, 0.58, -0.05], [-0.25, -0.20, -0.12], [-0.26, -0.09, -0.29], [0.20, 0.06, -0.41], [-0.02, 0.00, 0.03], [-0.21, 0.20, 0.25], [-0.05, -0.28, 0.60], [0.13, 0.40, -0.18], [-0.39, 0.27, -0.40], [-0.25, 0.08, 0.17], [0.26, 0.22, 0.09], [-0.13, -0.11, -0.05], [0.22, -0.03, 0.13], [0.14, -0.12, -0.16], [-0.15, 0.08, 0.26], [-0.15, 0.18, -0.02], [0.74, -0.08, -0.03], [-0.05, -0.06, -0.03], [-0.03, 0.37, 0.08], [0.07, 0.21, 0.07], [0.11, 0.16, 0.18], [-0.25, 0.41, 0.47], [-0.07, -0.05, -0.09], [0.19, -0.34, -0.23], [-0.02, 0.03, -0.02], [-0.19, -0.28, -0.02], [0.08, -0.05, -0.09], [0.12, -0.01, -0.05], [0.15, -0.20, 0.05], [-0.02, 0.04, 0.27], [-0.28, 0.04, -0.47], [0.10, 0.17, 0.07], [0.05, -0.09, -0.11], [0.80, -0.54, 0.74], [-0.08, -0.18, 0.28], [0.41, -0.05, -1.11], [-0.10, -0.03, 0.06], [0.91, -0.51, 0.65], [-0.73, -0.84, 0.43], [-0.06, 0.07, 0.35], [0.10, 0.19, 0.08], [-0.22, -0.04, 0.11], [0.55, -0.19, -0.32], [-0.04, 0.01, 0.07], [-0.02, 0.14, -0.20], [-0.10, -0.19, 0.05], [-0.01, -0.02, -0.05], [-0.12, 0.04, 0.25], [-0.40, 0.49, 0.05], [0.01, 0.25, 0.03], [-0.01, 0.25, -0.09], [-0.04, -0.78, -0.38], [0.50, 0.19, -0.15], [0.40, 0.20, -0.24], [0.16, -0.27, 0.01], [-1.11, -0.16, -0.13], [-0.25, -0.13, -0.35], [0.21, -0.04, -0.23], [0.23, 0.06, -0.23], [0.87, 0.44, 0.40], [0.02, 0.28, 0.43], [-0.03, -0.15, 0.13], [-0.44, -0.47, -0.09], [0.15, -0.11, 0.01], [-0.01, -0.08, -0.03], [0.05, 0.10, 0.02], [0.04, 0.18, 0.21], [-0.37, -0.16, 0.05], [-0.39, 0.29, -1.47]],
  "lowdin_spin": [0.05, 0.00, 0.00, 0.00, 0.00, 0.00, 0.00, 0.02, 0.00, 0.00, 0.00, 0.01, 0.02, 0.00, 0.00, 0.00, 0.00, 0.00, 0.00, 0.00, 0.00, 0.00, 0.00, 0.00, 0.00, 0.00, 0.00, 0.00, 0.00, 0.00, 0.00, 0.01, 0.00, 0.00, 0.03, 0.00, 2.79, 0.00, 0.00, 0.00, 0.00, 0.00, 0.00, 0.00, 0.00, 0.00, 0.00, 0.00, 0.00, 0.00, 0.00, 0.00, 0.00, 0.00, 0.00, 0.00, 0.05, 0.00, 0.00, 0.00, 0.00, 0.00, 0.00, 0.00, 0.00, 0.00, 0.00, 0.00, 0.00, 0.01]
}

---

{
  "formula": "C27H28N4O4",
  "method": "ωB97M-V/def2-TZVPD",
  "e_homo_ev": -8.38,
  "spin_multiplicity": 1,
  "lumo_energy_ev": -0.07,
  "orbital_gap_ev": 8.3,
  "e_above_lowest_kcal_mol": 1.25,
  "charge": 0,
  "symbols": ["N", "C", "O", "C", "N", "H", "O", "C", "C", "H", "H", "C", "C", "C", "C", "H", "H", "H", "C", "H", "C", "O", "C", "H", "H", "H", "H", "H", "C", "H", "H", "N", "H", "H", "H", "C", "C", "C", "H", "C", "H", "H", "H", "H", "C", "C", "C", "H", "C", "H", "N", "C", "C", "C", "H", "C", "O", "H", "H", "H", "C", "C", "C"],
  "xyz": [[-0.0415, 4.3691, -2.8608], [-2.3130, 0.3984, 1.3571], [2.7756, 2.3632, 4.3507], [1.1726, 1.5704, 0.5644], [-1.4077, -4.4040, 0.9760], [4.5813, -4.5181, 1.9383], [1.8283, 3.5872, -1.8930], [-0.1886, 2.2856, -1.5750], [3.1022, -6.0625, 1.6285], [0.7079, 0.7351, -5.3075], [-3.9571, 2.3796, 0.8210], [0.6771, 1.2646, -4.3565], [3.5320, -4.7374, 1.7624], [0.5640, 5.5361, -3.5008], [-1.8393, -1.9704, 1.0019], [-3.4289, -3.0442, -0.0307], [-4.8634, 1.5071, -0.4304], [1.4081, -7.3683, 1.3066], [0.8267, -5.2849, 1.3186], [0.0016, 0.3358, -0.6955], [0.6245, 3.4855, -2.1044], [-1.6292, 0.7608, -4.5202], [2.2445, 2.1039, 3.1276], [0.9301, 5.2622, -4.4914], [-1.0164, 4.1837, -3.0403], [-4.9085, -1.1087, -0.2353], [1.4074, 5.8955, -2.9064], [3.0357, 0.1015, 3.0363], [-0.7398, 1.2122, -3.8175], [-0.1696, 6.3378, -3.5966], [-0.5044, -0.5704, 1.9794], [0.3606, -2.9007, 1.3495], [2.0869, -0.3741, 0.7779], [-1.9897, 1.3583, 1.7480], [-5.3253, 1.3432, 1.2791], [1.4796, 3.0859, 2.4635], [-3.0982, -2.0959, 0.3818], [-0.9177, -3.1169, 1.1177], [1.3600, 0.7786, -3.6661], [2.6053, -3.6923, 1.6699], [0.3853, 3.5955, 0.6925], [2.6562, 3.2776, 4.6077], [1.4764, 0.9226, -1.4346], [1.3164, 4.0465, 2.9258], [-4.4793, 1.4455, 0.5924], [1.9263, 0.5909, 1.2409], [2.4598, 0.8524, 2.5172], [0.9808, 2.2958, -4.5177], [0.6290, 1.2190, -0.8174], [3.8176, -6.8768, 1.6991], [-1.0442, 1.6586, -2.5972], [-1.4666, -0.7051, 1.4907], [-3.5585, 0.2652, 0.7342], [1.2541, -3.9604, 1.4454], [-2.4017, -4.5741, 0.9516], [1.7484, -6.3398, 1.4078], [-1.1145, -6.5888, 1.0135], [2.9248, -2.6609, 1.7709], [-0.8846, 2.7039, -0.8499], [-2.0061, 1.4987, -2.3428], [-3.9453, -0.9901, 0.2525], [-0.5917, -5.4876, 1.1009], [0.9438, 2.8185, 1.1887]],
  "atomic_forces_ev_per_a": [[-0.90, 0.56, -0.12], [0.02, -0.75, -0.18], [0.40, -0.73, 0.26], [-0.10, 0.53, 0.19], [0.39, 2.07, 0.28], [-0.16, -0.01, -0.03], [-0.66, -0.10, 0.16], [-0.20, -0.61, 0.26], [-0.69, -0.07, -0.09], [-0.18, 0.07, 0.12], [-0.12, -0.12, 0.00], [-0.19, -0.03, 0.33], [-0.77, 0.46, -0.09], [0.15, -0.33, 0.18], [-0.65, 0.53, -0.14], [0.07, 0.08, 0.01], [-0.07, 0.03, 0.15], [-0.04, 0.27, 0.01], [0.62, 0.36, 0.04], [-0.18, 0.01, -0.16], [1.55, -0.60, -0.21], [-0.26, -0.16, -0.11], [-0.67, 0.42, -1.06], [0.06, 0.13, -0.03], [0.09, 0.01, -0.04], [0.11, 0.02, 0.04], [-0.16, -0.17, -0.04], [0.07, -0.03, 0.08], [0.18, -0.65, -1.81], [0.00, -0.16, 0.04], [-0.13, -0.18, -0.13], [-1.49, 0.38, -0.36], [0.00, -0.04, 0.01], [-0.04, -0.05, -0.05], [0.03, 0.10, -0.13], [0.12, -1.15, -0.67], [0.08, 0.46, 0.18], [2.06, -0.22, 0.44], [0.23, 0.14, 0.08], [0.82, -0.37, 0.11], [-0.06, 0.10, -0.09], [-0.17, 0.22, -0.14], [0.06, -0.02, -0.09], [-0.02, 0.16, 0.11], [0.07, 0.04, -0.04], [-0.12, 1.16, 0.77], [-0.48, 0.57, -0.40], [0.18, 0.10, 0.10], [0.47, 0.38, 0.12], [-0.13, 0.11, -0.02], [0.19, 1.13, 1.63], [-0.12, 0.00, -0.04], [0.16, -0.09, 0.03], [-0.38, 0.04, -0.03], [0.09, -0.19, -0.09], [0.43, 0.11, 0.09], [0.19, -0.25, 0.08], [-0.06, -0.07, -0.01], [-0.23, 0.11, 0.06], [-0.04, -0.03, -0.05], [0.58, -0.25, 0.19], [-0.77, -2.34, -0.26], [0.81, -1.08, 0.57]],
  "nbo_charge": [-0.61, -0.23, -0.67, 0.05, -0.59, 0.22, -0.62, -0.13, -0.23, 0.25, 0.21, -0.72, -0.18, -0.42, -0.05, 0.21, 0.22, 0.24, -0.23, 0.23, 0.66, -0.63, 0.31, 0.20, 0.40, 0.22, 0.23, 0.22, 0.67, 0.21, 0.25, -0.52, 0.22, 0.22, 0.23, -0.30, -0.20, 0.44, 0.23, -0.24, 0.20, 0.48, 0.23, 0.21, -0.64, -0.22, -0.26, 0.23, -0.44, 0.22, -0.62, -0.18, 0.01, 0.25, 0.43, -0.13, -0.61, 0.22, 0.22, 0.41, -0.21, 0.65, -0.22]
}

---

{
  "formula": "C12H26FNO6P",
  "method": "ωB97M-V/def2-TZVPD",
  "e_homo_ev": -12.33,
  "spin_multiplicity": 1,
  "lumo_energy_ev": -2.66,
  "orbital_gap_ev": 9.7,
  "charge": 1,
  "symbols": ["H", "H", "H", "H", "C", "H", "H", "C", "H", "H", "O", "O", "C", "H", "H", "O", "C", "H", "P", "O", "H", "H", "N", "O", "H", "H", "H", "C", "H", "H", "C", "H", "F", "H", "C", "H", "H", "H", "O", "C", "H", "H", "C", "C", "C", "C", "H"],
  "xyz": [[0.8457, -6.2802, -3.2330], [1.1200, 3.1116, 0.0373], [-1.8431, 5.0721, 0.3084], [0.3641, 5.7963, 0.7413], [-0.3693, 2.9561, 2.4795], [-2.4249, 3.5049, 0.9242], [1.5611, -2.9792, -0.1506], [0.9752, 2.4124, 2.9022], [-1.0358, 2.1376, 2.2083], [-0.4526, 2.2874, -0.0425], [1.5218, 1.6526, 1.8408], [0.5730, -5.8231, -2.4254], [-0.6993, -0.5881, -1.2325], [0.1697, 5.5670, 2.4979], [-0.2442, 3.8920, -0.7980], [-0.1220, -3.7952, -3.8841], [-0.6213, -3.9902, 1.2083], [1.5154, 4.7783, 1.6296], [0.5390, -4.2415, -2.6562], [-1.2235, -4.2953, 2.1845], [-1.4338, -0.1339, -3.2203], [0.7926, -0.6381, 0.2988], [-0.3860, 3.9120, 1.3055], [2.0736, -3.7839, -2.5624], [-0.9449, -5.6138, -0.1810], [-0.5926, 0.5003, -1.1917], [2.3478, 1.2506, 2.1323], [-0.2431, -4.8056, -0.0116], [-0.0409, -1.2153, -3.2199], [0.7841, 1.7859, 3.7782], [-0.1956, -3.6935, -1.0952], [2.3014, -3.3118, -3.3754], [1.6368, -0.9577, -1.4871], [-2.1303, 4.8533, 2.0526], [-0.9622, -0.9667, -2.6988], [-1.2434, -3.4361, -1.2730], [-0.8042, 3.5031, 3.3160], [-1.6397, -1.8136, -2.7955], [-0.1504, -2.7083, 1.0204], [-1.8011, 4.3696, 1.1364], [0.7638, -5.1829, 0.1893], [1.6526, 3.2136, 3.2134], [0.4798, 5.0982, 1.5667], [0.5219, -2.6395, -0.2425], [0.0460, 3.2487, 0.0299], [0.5686, -1.1692, -0.6312], [-1.5499, -0.8405, -0.5940]],
  "atomic_forces_ev_per_a": [[-0.07, -0.12, 0.03], [-0.01, -0.10, 0.06], [0.00, 0.00, 0.00], [0.00, 0.00, 0.00], [-0.03, -0.02, 0.01], [0.00, 0.00, 0.00], [-0.01, 0.14, 0.22], [0.10, -0.04, -0.10], [0.02, -0.01, -0.01], [0.01, -0.01, -0.03], [0.05, 0.05, 0.06], [0.10, 0.26, -0.10], [0.06, 0.26, -0.39], [0.00, 0.01, 0.00], [-0.02, 0.01, 0.02], [0.03, 0.01, -0.05], [0.02, 0.22, -0.15], [0.00, 0.00, 0.00], [0.06, 0.00, 0.08], [-0.01, -0.07, 0.12], [0.04, 0.00, -0.01], [0.07, 0.03, -0.02], [0.01, 0.00, 0.01], [-0.19, -0.12, -0.11], [0.10, -0.06, -0.05], [0.02, -0.03, 0.09], [-0.03, -0.05, -0.02], [-0.09, 0.49, 0.22], [-0.04, 0.05, -0.04], [-0.03, 0.04, 0.04], [-0.12, -0.83, 0.62], [0.13, 0.08, 0.09], [0.15, 0.00, -0.18], [0.00, 0.00, 0.00], [-0.22, -0.04, 0.18], [0.16, 0.29, -0.27], [-0.03, -0.03, 0.00], [0.12, -0.04, -0.03], [0.05, -0.20, 0.05], [0.02, 0.01, 0.02], [-0.09, -0.26, -0.17], [-0.02, 0.01, 0.00], [0.01, -0.01, 0.00], [0.24, 0.05, -0.62], [-0.01, 0.11, -0.05], [-0.59, -0.04, 0.41], [0.08, -0.05, 0.06]],
  "nbo_charge": [0.52, 0.25, 0.23, 0.24, -0.23, 0.24, 0.20, -0.09, 0.24, 0.23, -0.73, -0.98, -0.44, 0.23, 0.22, -1.09, 0.79, 0.24, 2.36, -0.53, 0.22, 0.18, -0.20, -0.99, 0.26, 0.18, 0.50, -0.51, 0.23, 0.21, -0.66, 0.52, -0.36, 0.23, -0.62, 0.26, 0.23, 0.22, -0.51, -0.41, 0.25, 0.18, -0.41, 0.07, -0.41, 0.21, 0.22]
}

---

{
  "formula": "C4H10N2OS",
  "method": "ωB97M-V/def2-TZVPD",
  "e_homo_ev": -8.01,
  "spin_multiplicity": 1,
  "lumo_energy_ev": 0.07,
  "orbital_gap_ev": 8.1,
  "e_above_lowest_kcal_mol": 231.02,
  "charge": 0,
  "symbols": ["N", "H", "C", "O", "C", "C", "H", "H", "H", "H", "C", "S", "H", "N", "H", "H", "H", "H"],
  "xyz": [[0.4972, 0.7392, 0.1517], [1.7599, 0.9917, -1.3060], [-0.3785, 0.0782, 1.0443], [3.3545, -0.9521, -0.6943], [1.5376, 0.2343, -0.5782], [-1.1468, -1.1087, 0.6156], [0.1617, 2.0440, -1.9062], [3.3073, -1.8886, -0.5053], [-3.2127, -1.9712, -0.6710], [-1.8708, 1.1091, -0.6034], [-0.3336, 1.8163, -0.4738], [-2.4453, -0.6757, -0.8888], [-0.9851, 0.8112, 1.6807], [2.1300, -0.7442, -0.0262], [-1.9474, -1.2553, 1.5508], [-0.3450, -1.9114, 0.3146], [-0.3061, 2.8106, 0.3983], [0.2231, -0.1275, 1.8972]],
  "atomic_forces_ev_per_a": [[-3.14, 3.17, -2.39], [1.11, -0.59, -0.91], [0.04, 1.29, 2.81], [-0.19, -1.05, 0.26], [-1.17, 0.53, 2.86], [-2.12, -0.78, 0.37], [-1.61, -0.24, 4.58], [1.37, -0.62, -0.53], [1.35, 2.39, -0.41], [3.68, 2.47, 0.28], [-0.60, 0.30, -1.22], [0.27, -3.45, 1.87], [0.16, -0.31, -1.81], [0.18, 0.77, -1.22], [2.46, -0.54, -2.61], [-2.30, 1.02, 0.54], [-0.42, -2.74, -3.27], [0.93, -1.61, 0.79]],
  "nbo_charge": [-0.50, 0.20, -0.29, -0.57, 0.22, -0.45, 0.20, 0.47, 0.16, 0.18, -0.41, -0.15, 0.22, -0.24, 0.25, 0.25, 0.23, 0.24]
}

---

| no. | DFT total energy (eV) |
| --- | --- |
| 1 | -67090.53700 |
| 2 | -42606.04480 |
| 3 | -38643.58254 |
| 4 | -20163.90503 |